C16H24F12NaO12P2 as an isolated structure in a non-equilibrium geometry. Source: the OMol25 dataset; level of theory: wB97M-V/def2-TZVPD.

```
67
Properties=species:S:1:pos:R:3:forces:R:3
Na -1.712 1.742 2.224 -0.4 0.0 0.1
P -5.588 -0.084 7.449 -1.1 -0.8 0.6
F -6.723 1.077 7.401 0.3 -0.9 0.0
F -6.403 -0.849 8.707 0.9 0.8 -0.6
F -6.411 -1.168 6.485 0.0 1.7 -0.2
F -4.426 -1.198 7.427 0.7 0.2 0.6
F -4.878 0.667 6.152 -0.2 -0.5 0.9
F -4.744 0.781 8.590 -0.4 -0.4 -1.3
P -7.039 3.579 0.459 -2.1 0.0 0.8
F -8.475 2.786 0.257 0.7 0.2 0.1
F -7.928 5.009 0.270 2.0 -1.2 0.0
F -7.402 3.631 2.111 1.2 0.1 -1.9
F -5.551 4.314 0.682 -1.7 0.1 0.0
F -6.277 2.169 0.545 0.3 -0.7 1.5
F -6.764 3.418 -1.123 -0.2 1.5 -0.5
C -1.950 -2.598 -7.058 0.4 -1.1 -0.3
C -3.104 -1.735 -6.491 1.3 -0.6 -1.7
C -4.257 -2.630 -6.096 0.0 0.1 1.4
O -4.109 -2.677 -4.651 0.1 0.5 -0.7
C -3.233 -1.720 -4.277 1.3 -1.8 5.8
O -2.844 -1.673 -3.083 -1.4 0.6 -4.3
O -2.747 -1.033 -5.286 0.0 0.4 -1.4
H -1.638 -2.378 -8.079 0.3 1.2 0.2
H -2.294 -3.597 -7.326 -0.3 -0.4 0.8
H -1.068 -2.737 -6.433 -0.1 0.3 0.1
H -3.250 -1.109 -7.371 -0.9 0.9 0.9
H -4.009 -3.634 -6.441 -1.0 0.1 -0.2
H -5.261 -2.241 -6.265 0.1 -0.3 -0.5
C 6.031 -4.520 -2.517 1.5 0.6 0.1
C 5.165 -3.280 -2.524 1.3 -1.3 -1.6
C 3.878 -3.547 -3.234 -0.6 -2.1 -1.8
O 2.952 -2.911 -2.455 -2.8 1.9 -0.7
C 3.464 -2.600 -1.308 -1.1 4.3 4.1
O 2.918 -1.909 -0.428 1.4 -2.7 -2.4
O 4.759 -2.914 -1.288 -0.4 0.0 3.5
H 6.005 -4.954 -3.516 -0.2 -0.6 0.3
H 5.855 -5.162 -1.654 -0.9 -0.3 -0.5
H 7.081 -4.287 -2.337 0.2 0.4 -0.2
H 5.658 -2.371 -2.870 0.3 -0.3 -1.0
H 3.387 -4.520 -3.246 1.5 -1.2 0.2
H 3.889 -3.370 -4.309 -0.2 1.3 0.1
C 3.056 -2.774 8.531 -1.2 0.5 -2.0
C 1.789 -1.934 8.093 0.8 -1.2 -0.5
C 1.215 -1.182 9.197 -1.3 -2.9 4.1
O 0.903 0.095 8.840 -0.6 1.5 -0.2
C 1.329 0.249 7.609 1.1 4.6 -3.2
O 1.214 1.300 6.914 0.3 -4.5 2.6
O 2.083 -0.822 7.277 0.8 0.5 -2.5
H 3.642 -2.927 7.625 0.6 0.7 0.0
H 2.831 -3.828 8.693 -0.5 0.2 1.0
H 3.574 -2.238 9.326 0.2 -0.5 -0.1
H 1.031 -2.549 7.607 0.2 -0.2 -0.3
H 1.968 -1.318 9.973 -0.3 1.2 0.7
H 0.292 -1.653 9.536 0.0 0.0 0.4
C 4.870 4.848 -4.877 -0.9 -0.1 -0.9
C 3.831 5.779 -4.198 0.5 0.9 -2.7
C 2.475 6.011 -4.999 0.1 -1.4 2.4
O 1.501 5.458 -4.012 0.6 -0.1 -0.4
C 2.134 5.074 -2.852 -3.1 -1.8 0.0
O 1.549 4.538 -1.915 1.8 1.8 -2.1
O 3.425 5.211 -3.028 1.3 -0.3 2.9
H 5.373 5.379 -5.685 0.4 0.3 0.4
H 4.407 4.042 -5.445 -0.6 -0.2 0.2
H 5.561 4.330 -4.212 0.0 0.6 0.2
H 4.319 6.749 -4.103 0.0 0.0 0.8
H 2.618 5.381 -5.876 -1.1 0.2 -0.2
H 2.054 7.010 -5.115 0.9 0.0 -0.6
```
Forces are in eV/Å.

HOMO level: -7.997 eV
orbital gap: 7.6 eV
ΔE to the lowest compared entry with this formula, charge and spin: 479.1 kJ/mol
charge: -1

---

C16H24F12O8Sr as an isolated structure in a non-equilibrium geometry. Source: the OMol25 dataset; level of theory: wB97M-V/def2-TZVPD.

```
61
Properties=species:S:1:pos:R:3:forces:R:3
Sr -0.919 -0.113 0.339 0.9 -1.3 4.0
C -1.014 0.306 3.030 -2.2 1.0 -1.4
O 0.178 0.262 2.266 1.0 1.2 4.9
O -2.058 0.352 2.105 0.2 -0.8 6.4
C -0.820 -0.803 4.161 0.3 0.9 0.0
F -0.448 -2.012 3.759 -0.9 -0.1 0.6
F 0.273 -0.434 4.972 -1.3 0.2 -0.2
F -1.928 -0.912 4.975 1.2 -0.1 -0.5
C 1.052 1.359 2.445 -0.3 0.1 0.3
C 2.405 1.134 1.857 2.2 -1.6 1.2
H 2.806 0.150 2.098 -0.3 -0.2 0.2
H 2.468 1.267 0.777 1.8 -1.3 2.4
H 3.077 1.793 2.407 0.3 0.7 -0.2
H 1.302 1.643 3.467 -0.7 -0.6 0.7
H 0.563 2.247 2.044 -0.1 0.1 -0.1
H -0.959 1.200 3.650 -0.2 0.6 0.5
C -0.773 2.512 -0.917 -1.8 -3.3 -0.4
O 0.199 3.036 -0.099 1.1 1.9 1.0
O -1.602 1.548 -0.232 -0.9 12.7 -5.5
C -1.435 3.603 -1.887 0.7 0.6 1.4
F -2.236 2.987 -2.742 -0.9 0.2 0.1
F -2.100 4.609 -1.227 0.3 -0.7 -0.9
F -0.522 4.253 -2.753 -0.5 -0.5 1.3
C 1.514 2.525 -0.009 0.9 2.7 -1.0
C 2.585 3.246 -0.877 -1.4 -0.5 -1.2
H 3.610 3.032 -0.575 -0.1 -0.2 0.1
H 2.397 2.855 -1.877 0.5 0.4 -0.5
H 2.426 4.325 -0.891 -0.1 0.0 0.1
H 1.688 1.452 -0.084 -2.1 0.6 -1.5
H 1.960 2.761 0.957 -1.6 0.7 -0.2
H -0.269 2.004 -1.739 0.5 -0.2 0.0
C 1.453 -0.802 -0.625 1.6 0.8 2.8
O 0.310 -0.379 -1.330 3.4 -1.1 -7.3
O 1.149 -0.550 0.713 5.6 -4.3 -5.3
C 2.020 -2.229 -1.066 -2.3 0.7 2.8
F 3.285 -2.498 -0.666 -0.5 0.2 0.7
F 1.125 -3.145 -0.601 1.9 -0.4 -1.2
F 2.003 -2.497 -2.311 0.5 0.2 -4.2
C 0.639 0.052 -2.694 -1.0 0.3 -0.8
C -0.645 0.375 -3.436 -1.0 -0.1 0.6
H -0.534 0.732 -4.460 0.6 0.3 0.0
H -1.323 -0.475 -3.522 0.4 0.3 0.2
H -1.169 1.120 -2.836 -0.3 -0.4 -0.6
H 1.185 -0.623 -3.353 0.3 -0.6 0.8
H 1.216 0.976 -2.669 0.3 0.0 0.5
H 2.282 -0.199 -0.994 0.7 0.8 -0.2
C -2.757 -1.875 -0.651 -0.7 4.6 0.8
O -1.638 -2.010 0.225 -2.2 -9.6 -0.2
O -2.836 -0.458 -0.646 -3.2 -4.6 -3.6
C -2.607 -2.733 -1.952 0.6 1.8 0.9
F -1.946 -2.189 -2.994 -0.2 -0.3 0.1
F -1.949 -3.837 -1.637 0.5 -1.5 -0.1
F -3.813 -3.086 -2.404 -0.6 -0.3 -0.4
C -1.646 -3.152 1.187 2.2 2.2 1.5
C -0.170 -3.386 1.553 0.4 0.0 -0.6
H 0.300 -2.561 2.088 -0.4 -0.2 -0.3
H -0.027 -4.285 2.152 -0.1 -0.2 0.0
H 0.433 -3.386 0.644 -1.3 -1.0 1.9
H -2.094 -4.134 1.032 -0.6 0.5 -1.0
H -2.000 -2.637 2.080 -1.1 -0.6 0.0
H -3.664 -2.313 -0.233 -0.3 -0.5 0.6
```
Forces are in eV/Å.

HOMO level: -1.391 eV
orbital gap: 6.2 eV
ΔE to the lowest compared entry with this formula, charge and spin: 1490.8 kJ/mol
charge: -2

---

A 2-piece molecular cluster, C16H24IO7P overall in a non-equilibrium geometry. Source: the OMol25 dataset; level of theory: wB97M-V/def2-TZVPD.

```
49
Properties=species:S:1:pos:R:3:forces:R:3
C -1.186 4.773 -2.897 -1.0 0.2 0.2
C -2.186 3.632 -2.323 -0.9 2.4 -0.4
O -2.190 2.413 -3.106 3.0 -0.1 1.5
P -0.899 1.364 -2.777 -2.0 -5.7 -1.6
O -1.486 -0.064 -2.874 1.5 3.8 0.2
C -0.164 1.502 -1.054 1.3 0.2 0.6
C -0.760 0.398 -0.028 -0.1 0.5 -0.6
C -0.059 0.467 1.402 -1.3 -1.5 2.0
C -0.581 -0.380 2.423 1.5 1.8 -1.0
C 0.064 -0.355 3.891 -0.3 -0.6 0.1
O 0.023 -1.325 4.674 0.1 2.9 -2.3
C 0.744 1.034 4.295 0.6 1.0 -1.4
C 1.262 1.892 3.314 -1.8 -2.4 0.8
I 2.167 3.821 3.748 -0.6 -1.6 -0.4
C 1.152 1.400 1.786 1.7 1.0 -0.3
O 2.068 1.767 1.028 -2.8 -1.2 1.5
O 0.343 1.392 -3.966 -1.4 1.7 2.9
C 1.161 2.583 -3.865 1.3 1.4 -1.2
C 2.705 2.316 -4.275 -1.3 0.1 1.0
H -1.058 4.661 -4.031 0.0 -0.1 1.8
H -1.715 5.787 -2.761 0.9 -1.5 0.0
H -0.203 4.824 -2.334 -1.1 -0.2 -0.9
H -2.072 3.479 -1.199 0.1 -0.1 -1.5
H -3.234 4.089 -2.456 1.5 -1.0 0.1
H 0.952 1.237 -1.158 -1.6 0.5 -0.1
H -0.179 2.556 -0.616 -0.1 -1.4 -0.5
H -1.891 0.579 0.075 1.7 -0.2 0.2
H -0.671 -0.656 -0.468 0.1 1.7 0.6
H -1.444 -1.083 2.166 1.5 1.0 0.6
H 0.790 1.296 5.395 0.0 -0.6 -1.5
H 0.700 3.360 -4.578 0.8 -1.0 1.0
H 1.199 3.065 -2.836 -0.3 -0.9 -1.0
H 3.107 1.545 -3.529 -0.4 1.0 -1.3
H 3.249 3.306 -4.091 -0.6 -1.4 -0.5
H 2.765 1.963 -5.351 0.1 0.4 1.4
O -0.479 -2.592 0.486 -0.1 -0.9 0.2
C -0.194 -3.596 1.098 0.1 0.4 0.1
O -0.993 -4.673 1.037 -0.2 0.0 -0.5
C -0.643 -5.968 1.544 0.0 -0.1 0.3
C -0.995 -6.091 3.013 0.0 0.2 0.2
C 0.999 -3.628 2.012 0.6 -0.2 -0.2
H 0.405 -6.199 1.344 0.0 0.1 0.0
H -1.232 -6.689 0.973 0.0 0.3 -0.1
H -0.433 -5.380 3.622 0.0 -0.1 0.0
H -0.783 -7.099 3.376 0.0 0.0 0.0
H -2.054 -5.876 3.171 0.1 -0.1 -0.1
H 0.707 -3.258 2.997 0.0 0.0 0.0
H 1.769 -2.975 1.598 -0.2 0.1 0.1
H 1.452 -4.613 2.104 -0.1 0.0 0.2
```
Forces are in eV/Å.

HOMO level: -9.591 eV
SMILES string: CCOP(=O)(CCC1=CC(=O)C=C(I)C1=O)OCC.CCOC(C)=O
orbital gap: 8.2 eV

---

A single C16H24N2O2 molecule. Source: the OMol25 dataset; level of theory: wB97M-V/def2-TZVPD.

```
44
Properties=species:S:1:pos:R:3:forces:R:3
O 2.525 0.264 1.583 0.2 -0.3 0.3
C 1.879 1.068 0.927 -0.1 0.5 0.0
N 2.036 1.185 -0.409 0.3 0.0 -0.1
C 1.168 2.011 -1.216 -0.5 0.1 -0.1
H 1.533 1.967 -2.243 0.0 0.0 0.1
H 1.215 3.053 -0.883 0.0 0.0 -0.1
C -0.299 1.556 -1.194 0.2 0.3 -0.1
N -1.004 2.088 -0.049 -0.1 -0.1 0.1
C -0.573 1.530 1.216 0.1 0.1 0.1
H -1.251 1.904 1.987 0.0 -0.1 0.0
C 0.853 1.969 1.575 -0.1 -0.2 0.2
H 1.002 3.011 1.290 0.0 0.0 0.0
H 0.993 1.872 2.652 0.1 0.0 -0.1
H -0.607 0.431 1.231 0.0 0.2 0.1
C -2.435 2.218 -0.235 -0.2 0.0 -0.3
C -3.250 1.023 -0.770 0.1 0.1 0.3
H -2.821 0.689 -1.715 -0.1 0.0 -0.1
H -4.244 1.419 -0.991 0.0 0.0 -0.1
C -3.421 -0.177 0.175 0.0 0.0 -0.2
C -2.297 -1.178 0.149 0.0 -0.1 0.2
C -1.697 -1.602 1.330 -0.1 -0.1 -0.1
C -0.647 -2.505 1.313 0.0 0.0 0.1
C -0.184 -3.010 0.110 0.1 -0.1 0.0
C -0.797 -2.622 -1.070 0.0 0.0 -0.1
C -1.845 -1.719 -1.050 0.0 0.0 0.0
H -2.319 -1.437 -1.980 0.0 0.0 -0.1
H -0.455 -3.026 -2.013 0.0 0.0 -0.1
H 0.650 -3.694 0.092 0.1 0.0 0.0
H -0.184 -2.807 2.240 0.1 0.0 0.1
H -2.057 -1.220 2.276 0.0 0.1 0.1
H -4.336 -0.702 -0.119 0.0 0.1 0.1
H -3.566 0.184 1.195 -0.1 0.0 0.0
H -2.861 2.541 0.718 0.0 0.1 0.0
H -2.577 3.037 -0.951 -0.1 0.0 0.1
H -0.786 1.948 -2.090 0.0 0.0 0.0
H -0.326 0.454 -1.234 0.0 0.1 -0.1
C 3.038 0.353 -1.060 0.1 -0.4 0.1
H 3.957 0.396 -0.466 0.0 0.0 -0.2
H 3.237 0.772 -2.047 0.0 0.0 0.1
C 2.617 -1.121 -1.181 0.0 0.2 -0.3
O 3.017 -1.894 -0.086 0.1 -0.2 0.5
H 2.876 -1.359 0.718 0.0 0.0 -0.2
H 1.524 -1.172 -1.313 0.1 0.1 -0.1
H 3.090 -1.570 -2.060 -0.1 0.1 0.0
```
Forces are in eV/Å.

HOMO level: -8.524 eV
SMILES string: O=C1CCN(CCCc2ccccc2)CCN1CCO
orbital gap: 9.3 eV
ΔE to the lowest compared entry with this formula, charge and spin: 141.9 kJ/mol